# 1
A molecular structure, C25H23CeClO2P. Source: the OMol25 dataset; level of theory: ωB97M-V/def2-TZVPD.

Values from the calculation:
Spin multiplicity: 2
DFT total energy: -65136.26619 eV
Kohn-Sham gap (alpha / beta): 8.42 / 8.86 eV

Positions of all 53 atoms, in Å:
C -1.857 0.189 1.352
C -1.778 1.285 0.436
C -1.763 0.748 -0.899
H -1.781 2.336 0.720
C -1.804 -0.690 -0.788
C -1.876 -1.025 0.597
H -2.000 -2.030 1.004
H -1.987 0.285 2.429
H -1.701 1.319 -1.820
H -1.770 -1.405 -1.609
Ce 0.457 0.153 0.046
Cl 1.345 -0.918 -2.094
P 1.256 2.644 -2.137
C 0.399 3.046 -3.712
C 0.052 4.350 -4.108
H 0.225 5.193 -3.440
C -0.505 4.580 -5.368
H -0.747 5.602 -5.667
C -0.745 3.511 -6.236
H -1.182 3.694 -7.218
C -0.426 2.206 -5.841
H -0.603 1.371 -6.524
C 0.121 1.968 -4.580
H 0.353 0.953 -4.252
C 1.134 4.268 -1.294
C -0.067 4.533 -0.604
H -0.857 3.779 -0.596
C -0.247 5.752 0.044
H -1.179 5.948 0.579
C 0.761 6.725 0.006
H 0.615 7.679 0.514
C 1.949 6.471 -0.682
H 2.733 7.228 -0.735
C 2.145 5.240 -1.317
H 3.082 5.047 -1.840
C 3.008 2.678 -2.704
C 3.424 3.143 -3.963
H 2.691 3.476 -4.697
C 4.784 3.193 -4.284
H 5.090 3.586 -5.255
C 5.741 2.746 -3.369
H 6.801 2.779 -3.623
C 5.334 2.257 -2.122
H 6.076 1.908 -1.401
C 3.981 2.217 -1.791
H 3.665 1.831 -0.820
C 0.219 -1.781 3.690
C 1.441 -1.633 2.823
O 2.508 -2.178 3.004
O 1.202 -0.788 1.774
H 0.489 -2.361 4.575
H -0.579 -2.311 3.145
H -0.156 -0.792 3.993

The Löwdin scheme yields these atomic charges, measured in e:
1 C -0.1776
2 C -0.2301
3 C -0.2449
4 H 0.1023
5 C -0.2137
6 C -0.1622
7 H 0.1198
8 H 0.1153
9 H 0.1052
10 H 0.1140
11 Ce 0.7930
12 Cl 0.0330
13 P 1.0557
14 C -0.3694
15 C -0.0800
16 H 0.1027
17 C -0.0795
18 H 0.1056
19 C -0.0838
20 H 0.1034
21 C -0.0769
22 H 0.1074
23 C -0.0950
24 H 0.0816
25 C -0.3804
26 C -0.1060
27 H 0.0839
28 C -0.0789
29 H 0.1069
30 C -0.0825
31 H 0.1040
32 C -0.0746
33 H 0.1066
34 C -0.0756
35 H 0.1040
36 C -0.3665
37 C -0.0740
38 H 0.1036
39 C -0.0759
40 H 0.1058
41 C -0.0810
42 H 0.1044
43 C -0.0772
44 H 0.1082
45 C -0.0994
46 H 0.0985
47 C -0.0020
48 C -0.5793
49 O 0.0874
50 O -0.3369
51 H 0.0831
52 H 0.0836
53 H 0.0843

# 2
A molecular structure, C25H23Cl5NO2V. Source: the OMol25 dataset; level of theory: ωB97M-V/def2-TZVPD.

Values from the calculation:
DFT total energy: -120165.63584 eV
Kohn-Sham gap: 6.85 eV
Charge: +2
ΔE to the lowest compared entry with this formula, charge and spin: 7.5 kcal/mol

Positions of all 57 atoms, in Å:
V 0.600 -0.623 1.169
Cl -2.368 0.610 -0.560
C -1.286 1.685 0.239
C -0.166 1.171 0.881
C 0.679 2.051 1.529
Cl 2.087 1.273 2.235
C 0.489 3.416 1.586
Cl 1.591 4.428 2.401
C -0.649 3.917 0.939
Cl -0.952 5.588 0.973
C -1.534 3.056 0.264
Cl -2.910 3.697 -0.518
C 3.022 -4.133 3.310
N 2.409 -3.382 2.220
C 1.464 -4.143 1.425
C 2.076 -2.032 2.471
C 0.663 -1.779 3.129
C 0.545 -2.247 4.447
C -0.676 -2.223 5.090
C -1.823 -1.735 4.457
C -1.741 -1.239 3.172
C -0.503 -1.261 2.549
H 3.570 -4.973 2.887
H 2.288 -4.530 4.021
H 3.733 -3.503 3.843
H 1.900 -5.113 1.199
H 1.274 -3.630 0.481
H 0.507 -4.307 1.940
H 2.272 -1.507 1.466
H 2.819 -1.573 3.123
H 1.417 -2.631 4.958
H -0.740 -2.582 6.108
H -2.766 -1.722 4.986
H -2.599 -0.811 2.671
C -5.186 -1.851 -4.264
C -3.753 -2.022 -3.882
C -3.402 -2.875 -2.826
C -2.092 -3.086 -2.471
C -1.691 -4.001 -1.356
C -1.113 -2.381 -3.221
C -1.425 -1.494 -4.296
C -0.343 -0.787 -5.054
C -2.756 -1.343 -4.597
C 0.212 -2.534 -2.907
O 1.303 -2.658 -2.648
O 0.228 -1.408 -0.124
H -5.858 -2.162 -3.469
H -5.397 -2.465 -5.144
H -5.399 -0.818 -4.537
H -4.183 -3.386 -2.278
H -2.567 -4.386 -0.840
H -1.061 -3.479 -0.632
H -1.132 -4.855 -1.746
H 0.315 -0.228 -4.385
H -0.769 -0.085 -5.765
H 0.268 -1.498 -5.615
H -3.041 -0.684 -5.407

The Löwdin scheme yields these atomic charges, measured in e:
1 V 0.7985
2 Cl 0.7314
3 C -0.6725
4 C -0.2796
5 C -0.6287
6 Cl 0.8270
7 C -0.6968
8 Cl 0.7737
9 C -0.6707
10 Cl 0.7851
11 C -0.6868
12 Cl 0.7517
13 C -0.0514
14 N -0.2425
15 C -0.0531
16 C -0.2106
17 C -0.2171
18 C -0.0046
19 C -0.0109
20 C -0.0224
21 C -0.0282
22 C -0.1658
23 H 0.0996
24 H 0.0911
25 H 0.1005
26 H 0.1032
27 H 0.0653
28 H 0.1048
29 H 0.1016
30 H 0.1389
31 H 0.1228
32 H 0.1289
33 H 0.1267
34 H 0.1217
35 C -0.0084
36 C -0.1866
37 C 0.0342
38 C -0.1722
39 C 0.0015
40 C -0.1076
41 C -0.1680
42 C -0.0007
43 C 0.0355
44 C -0.0117
45 O 0.3509
46 O -0.2663
47 H 0.0923
48 H 0.1135
49 H 0.0993
50 H 0.1369
51 H 0.0987
52 H 0.0649
53 H 0.1120
54 H 0.1010
55 H 0.0982
56 H 0.1110
57 H 0.1408

# 3
A molecular structure, C25H23ClN6S2Sn. Source: the OMol25 dataset; level of theory: ωB97M-V/def2-TZVPD.

Values from the calculation:
DFT total energy: -75245.08859 eV
Kohn-Sham gap (alpha / beta): 4.04 / 4.76 eV
Charge: +2
ΔE to the lowest compared entry with this formula, charge and spin: 4.1 kcal/mol

Positions of all 58 atoms, in Å:
Sn 1.326 0.951 -1.934
C 3.406 4.177 2.575
S 1.967 4.422 1.534
C 2.251 3.066 0.458
S 2.118 3.518 -1.141
N 2.409 1.932 1.087
N 2.403 0.827 0.215
C 2.814 -0.335 0.758
C 2.511 -1.510 0.067
C 3.199 -2.764 0.280
C 2.936 -3.866 -0.526
C 2.024 -3.733 -1.618
C 1.301 -2.471 -1.657
N 1.428 -1.514 -0.776
H 4.361 4.467 2.145
H 3.397 3.117 2.805
H 3.179 4.670 3.526
H 3.155 -0.329 1.763
H 3.821 -2.833 1.158
H 3.379 -4.829 -0.298
H 1.987 -4.472 -2.416
H 0.611 -2.334 -2.471
C -1.878 3.863 -2.304
C -1.818 3.680 -0.805
C -2.114 4.757 0.096
C -2.052 4.528 1.472
C -1.767 3.235 1.889
C -1.479 2.208 0.933
N -1.502 2.455 -0.387
C -1.104 0.816 1.372
C -0.584 0.545 2.612
C -0.192 -0.730 2.998
C -0.676 -1.799 2.237
C -1.360 -1.506 1.032
N -1.517 -0.233 0.650
C -1.818 -2.587 0.150
C -1.599 -3.973 0.388
C -1.852 -4.910 -0.574
C -2.277 -4.480 -1.870
C -2.511 -3.096 -2.018
C -2.849 -2.518 -3.353
N -2.279 -2.179 -1.020
H -1.873 4.986 -2.452
H -2.816 3.371 -2.658
H -0.955 3.461 -2.756
H -2.264 5.741 -0.372
H -2.167 5.341 2.189
H -1.752 2.967 2.957
H -0.351 1.452 3.248
H 0.329 -0.804 3.945
H -0.284 -2.847 2.399
H -1.255 -4.321 1.377
H -1.772 -5.992 -0.446
H -2.324 -5.133 -2.785
H -3.678 -1.767 -3.271
H -3.147 -3.314 -3.991
H -2.011 -1.927 -3.763
Cl 3.565 0.552 -2.654

The Löwdin scheme yields these atomic charges, measured in e:
1 Sn 0.7689
2 C -0.3274
3 S 0.9826
4 C -1.1844
5 S 0.6758
6 N -0.0286
7 N -0.1296
8 C -0.0379
9 C -0.2839
10 C 0.0352
11 C -0.0199
12 C 0.0301
13 C -0.1476
14 N 0.0048
15 H 0.0707
16 H 0.0291
17 H 0.0590
18 H 0.1343
19 H 0.1211
20 H 0.1206
21 H 0.1173
22 H 0.1000
23 C -0.0251
24 C -0.3228
25 C 0.0205
26 C -0.0408
27 C -0.0128
28 C -0.2006
29 N 0.1321
30 C -0.1907
31 C 0.0164
32 C -0.0069
33 C 0.0477
34 C -0.1871
35 N 0.2097
36 C -0.1942
37 C 0.0227
38 C -0.0116
39 C 0.0679
40 C -0.2569
41 C -0.0124
42 N 0.1840
43 H 0.0993
44 H 0.1075
45 H 0.0567
46 H 0.1259
47 H 0.1250
48 H 0.1153
49 H 0.1446
50 H 0.1270
51 H 0.1368
52 H 0.1251
53 H 0.1305
54 H 0.1533
55 H 0.1176
56 H 0.0695
57 H 0.0978
58 Cl -0.0612

# 4
A molecular structure, C25H23CoN2O3S. Source: the OMol25 dataset; level of theory: ωB97M-V/def2-TZVPD.

Values from the calculation:
Spin multiplicity: 4
DFT total energy: -83876.03565 eV
Kohn-Sham gap (alpha / beta): 6.83 / 6.58 eV
Charge: +1
ΔE to the lowest compared entry with this formula, charge and spin: 0.0 kcal/mol

Positions of all 55 atoms, in Å:
Co 0.442 0.189 -0.753
C 3.338 -0.615 -1.940
O 2.335 -0.694 -0.911
C 2.749 -1.164 0.348
C 3.801 -2.044 0.495
C 4.137 -2.468 1.775
C 3.427 -2.013 2.878
C 2.373 -1.127 2.716
C 2.026 -0.704 1.445
N 0.990 0.209 1.115
N 0.342 0.735 2.074
C -0.558 1.704 1.789
C -0.694 2.363 0.526
O -0.054 2.026 -0.556
C -1.537 3.513 0.447
C -2.240 3.936 1.521
C -2.176 3.278 2.790
C -2.940 3.739 3.879
C -2.877 3.102 5.089
C -2.045 1.981 5.233
C -1.292 1.516 4.182
C -1.338 2.164 2.936
H 3.557 -1.607 -2.330
H 4.237 -0.155 -1.534
H 2.921 0.006 -2.728
H 4.356 -2.401 -0.360
H 4.959 -3.158 1.904
H 3.698 -2.349 3.869
H 1.811 -0.755 3.561
H -1.592 4.021 -0.506
H -2.885 4.804 1.430
H -3.575 4.607 3.744
H -3.463 3.457 5.926
H -1.999 1.471 6.187
H -0.664 0.646 4.303
C 0.729 -1.768 -5.786
C 0.121 -1.489 -4.442
C 0.128 -2.462 -3.439
C -0.441 -2.218 -2.204
C -1.019 -0.969 -1.953
C -1.035 0.020 -2.948
C -0.453 -0.245 -4.176
S -1.998 -0.782 -0.416
C -3.535 -1.435 -1.060
O -1.465 -1.809 0.518
H 0.894 -2.834 -5.935
H 1.692 -1.262 -5.881
H 0.089 -1.399 -6.586
H 0.578 -3.427 -3.640
H -0.440 -2.962 -1.415
H -1.487 0.987 -2.748
H -0.453 0.519 -4.943
H -3.326 -2.402 -1.515
H -3.957 -0.733 -1.778
H -4.195 -1.541 -0.201

The Löwdin scheme yields these atomic charges, measured in e:
1 Co 0.7736
2 C -0.0165
3 O -0.1873
4 C -0.1963
5 C -0.0071
6 C -0.0559
7 C -0.0581
8 C 0.0073
9 C -0.1639
10 N -0.0302
11 N 0.1410
12 C -0.1369
13 C -0.3084
14 O -0.1111
15 C 0.0025
16 C 0.0104
17 C -0.1700
18 C -0.0257
19 C -0.0672
20 C -0.0591
21 C -0.0201
22 C -0.0991
23 H 0.0984
24 H 0.1135
25 H 0.0973
26 H 0.1160
27 H 0.1140
28 H 0.1133
29 H 0.1146
30 H 0.1216
31 H 0.1252
32 H 0.1171
33 H 0.1088
34 H 0.1094
35 H 0.1036
36 C -0.0263
37 C -0.2397
38 C -0.0063
39 C -0.0503
40 C -0.4744
41 C -0.0743
42 C -0.0088
43 S 0.9003
44 C -0.2015
45 O -0.4854
46 H 0.0856
47 H 0.0940
48 H 0.0926
49 H 0.1271
50 H 0.1283
51 H 0.1268
52 H 0.1305
53 H 0.0709
54 H 0.0691
55 H 0.0670